DFT (wB97M-V/def2-TZVPD) results for a structure of composition C20H19Cl3N4O6Ru in a non-equilibrium geometry.

XYZ file:
```
53
Properties=species:S:1:pos:R:3:forces:R:3
C 4.840181 -1.808808 -1.865669 0.046 -0.182 0.167
N -3.096416 1.296225 0.214669 -0.246 -0.004 -0.219
O -1.314355 0.901435 1.544709 0.446 -1.137 0.475
N -1.079389 -1.209865 -1.876686 0.851 -0.299 0.279
H 2.207763 -2.373840 -1.639223 -0.024 -0.012 0.015
H 4.164835 -3.576038 -0.781196 0.031 0.002 -0.008
H 5.919878 -1.759925 -1.758089 0.007 0.102 -0.072
C 1.835056 -0.584867 3.321583 -0.020 0.059 -0.049
O -5.223801 2.517187 1.270991 0.094 -0.044 0.034
C -3.137393 2.577621 4.853048 -0.030 0.000 0.039
H 4.596530 -2.284315 -2.813383 -0.015 0.069 -0.037
H -4.879102 3.611011 5.578896 -0.004 0.008 -0.012
H -6.071400 3.522611 3.410924 0.016 0.033 0.018
H 3.865868 -0.120737 -2.799992 0.197 0.026 -0.114
N -2.316162 0.613046 -0.637225 1.096 -0.298 -0.294
H 0.593040 -2.862905 -4.266018 -0.025 -0.024 0.012
C -3.217826 1.945493 2.516962 0.328 0.023 0.211
C 2.961169 -0.434827 -1.074079 -0.258 -0.052 -0.046
C 2.722610 -1.920717 -0.790227 0.197 -0.038 0.057
C -0.320647 -2.131322 -2.480630 -0.255 -0.226 0.247
H -1.575479 1.540983 3.830466 -0.001 0.000 -0.001
C -0.619402 -1.114993 -4.613870 0.018 -0.013 -0.020
Cl 2.451651 0.978882 3.821445 0.003 0.033 0.012
H -0.406962 -1.058078 -5.672546 -0.025 -0.005 -0.003
C 1.029019 -0.462018 2.015869 0.152 -0.413 0.246
O 2.278390 0.351755 -3.182191 -0.095 0.059 -0.056
C -4.409463 3.143105 4.723380 0.012 -0.034 0.000
Cl 0.867314 -1.309309 4.586302 -0.017 -0.009 0.009
C -1.653299 -0.265866 -2.648556 -0.028 -0.109 -0.099
C -2.559459 1.983467 3.760776 0.009 0.049 -0.113
H -3.127595 1.385932 -2.381994 -0.152 -0.120 0.073
C -5.079898 3.105290 3.522140 -0.120 0.000 0.056
H -2.615604 2.607859 5.798990 -0.017 -0.006 0.006
C -1.468999 -0.203319 -4.017892 -0.073 -0.043 -0.076
C -2.454085 0.680969 -1.908132 -0.273 0.151 -0.109
C -2.518476 1.343147 1.393403 -0.041 0.335 -0.012
H 0.044621 -2.926121 -1.844184 0.135 0.085 0.049
H 4.905315 0.274133 -1.530047 -0.028 0.007 0.031
Cl 3.203225 -1.663894 2.899042 -0.008 0.011 0.012
H 4.603425 -2.200489 0.241336 -0.009 -0.037 0.025
C -4.501513 2.507914 2.403071 -0.027 0.010 -0.133
C -0.048244 -2.108682 -3.832773 -0.100 -0.085 -0.069
H -1.960838 0.571385 -4.589334 0.018 0.009 0.006
N 4.250781 -0.425222 -1.869167 -0.195 0.019 0.081
Ru -0.462065 -0.154587 -0.005032 -0.532 3.020 -0.076
C 4.136528 -2.491649 -0.701020 -0.059 0.061 -0.026
H 2.137620 -2.092794 0.110190 -0.037 0.066 0.002
O 0.197565 -1.346745 1.727259 -0.179 -0.512 -0.131
C 1.912507 0.192618 -2.018751 0.115 0.165 0.041
H -4.713022 2.078161 0.564645 -0.024 0.036 0.008
H 3.053071 0.157782 -0.168749 0.135 -0.031 0.028
O 1.276643 0.473275 1.212092 -0.679 -0.358 -0.483
O 0.776290 0.530643 -1.555531 -0.311 -0.350 0.019
```
Positions in Å, forces in eV/Å.

## Properties
HOMO energy (spin up / spin down), eV: -10.65 / -10.65
Frontier orbital gap (spin up / spin down), eV: 6.32 / 6.37
Relative energy (zero: lowest compared OMol25 entry of this formula, charge and spin), eV: 2.1926
Net charge: +1
2S+1: 2

DFT (wB97M-V/def2-TZVPD) results for an isolated molecule of C20H19ClF3N5O2.

XYZ file:
```
50
Properties=species:S:1:pos:R:3:forces:R:3
H 2.113513 -2.520705 -2.871471 -0.016 -0.032 -0.047
O -0.891591 -1.641802 0.992366 -0.094 -0.092 0.191
C -6.742033 1.543072 -0.582239 0.155 0.003 -0.150
N 3.936053 -1.875571 -0.118492 -0.009 -0.255 -0.023
H -2.711666 -0.502354 1.298024 -0.084 0.086 -0.172
C 5.044548 -0.171642 1.255859 0.040 0.203 -0.072
F 6.797178 3.548563 -1.139428 -0.086 -0.122 -0.258
H 0.861681 -2.818539 0.893069 0.135 -0.107 -0.056
F 6.006343 3.926317 0.826060 -0.172 -0.044 0.134
O -3.966566 0.957005 -1.205703 -0.116 0.092 -0.273
C -6.296261 1.030708 0.631346 -0.259 0.098 -0.157
C -0.775101 -0.992219 -0.040530 -0.336 0.242 0.178
C 2.964902 -2.345887 0.855952 -0.238 -0.245 0.323
C 6.658732 3.013047 0.080830 0.135 0.197 0.009
H 2.564996 -0.876666 -2.415452 0.006 -0.010 -0.042
C 3.738343 -2.409610 -1.450267 0.036 -0.018 -0.368
H -9.131817 1.392718 2.439142 -0.041 -0.008 0.068
C 5.697104 1.038490 1.272241 -0.098 0.039 -0.491
C -8.042944 1.998697 -0.696401 -0.077 -0.012 0.130
C 0.296311 -1.090458 -1.036756 0.338 -0.223 -0.177
H 6.023818 1.468573 2.206808 0.000 -0.019 0.115
C 1.361976 -1.894507 -0.969248 -0.347 0.146 0.056
C 1.671350 -2.815706 0.166651 -0.093 0.074 0.232
H 2.709611 -1.528252 1.530006 0.002 -0.121 -0.060
H -1.809270 0.431389 -1.221454 0.106 -0.122 0.126
H -8.380672 2.396962 -1.641453 -0.014 0.029 -0.083
C -7.168492 0.979241 1.716560 0.096 -0.016 -0.038
C 2.421569 -1.888634 -2.034962 0.170 -0.025 -0.080
N -4.994852 0.550710 0.821066 0.044 -0.209 0.355
H 0.186936 -0.435339 -1.890415 0.082 0.101 -0.130
H 1.795248 -3.828787 -0.221423 0.015 -0.037 -0.035
H -9.922458 2.307391 0.284689 -0.085 0.028 -0.008
H 3.727177 -3.499244 -1.369295 0.023 0.038 -0.047
F 7.898783 2.935403 0.604065 0.093 -0.163 0.105
C -8.908997 1.949113 0.382367 -0.137 0.054 -0.033
H -6.824456 0.581056 2.661499 0.031 -0.042 0.098
C 5.599260 1.049660 -1.108681 0.233 0.502 0.354
C 4.615354 -0.715299 0.014936 0.449 0.493 0.061
Cl 4.892670 -1.013641 2.763143 0.098 -0.083 0.132
N 4.952241 -0.093252 -1.122685 -0.308 -0.380 -0.027
H 5.823779 1.473886 -2.077430 0.073 0.127 -0.019
N -1.671066 -0.010124 -0.320307 -0.536 0.305 -0.202
C 5.962085 1.691218 0.065118 0.002 -0.067 0.038
H -6.069790 1.584565 -1.422172 0.017 -0.004 -0.025
N -2.765205 0.163391 0.531259 0.526 -0.306 0.255
H 4.577366 -2.106231 -2.073913 -0.123 -0.190 0.032
H -4.798069 0.224562 1.756917 0.034 0.079 -0.170
C -8.465880 1.436382 1.590112 0.006 -0.001 -0.001
H 3.386549 -3.168087 1.445165 -0.118 0.123 0.054
C -3.948278 0.570451 -0.055064 0.445 -0.106 0.198
```
Positions in Å, forces in eV/Å.

## Properties
HOMO energy, eV: -8.43
Structure (SMILES): O=C(C=C1CCN(c2ncc(C(F)(F)F)cc2Cl)CC1)NNC(=O)Nc1ccccc1
Frontier orbital gap, eV: 8.90
Relative energy (zero: lowest compared OMol25 entry of this formula, charge and spin), eV: 0.0000

DFT (wB97M-V/def2-TZVPD) results for an isolated molecule of C20H19F2N3O5S in a non-equilibrium geometry.

XYZ file:
```
50
Properties=species:S:1:pos:R:3:forces:R:3
H 0.524423 1.848900 -3.717204 0.052 -0.009 -0.139
F -3.933082 2.342951 -4.157245 0.106 0.063 -0.320
C 1.176763 -1.725218 0.498161 0.046 -0.154 0.084
C -0.375113 1.921707 0.022812 0.282 0.059 -0.152
H -0.519848 -1.080925 -2.182774 -0.024 0.007 -0.075
H -3.059612 1.241203 2.546790 -0.053 0.065 0.063
H 0.742388 -1.474415 4.873480 -0.066 0.055 -0.029
H 3.172661 -2.876999 -0.319757 -0.117 -0.002 -0.215
C 1.280443 1.696408 -1.714128 -0.114 0.003 0.230
C -1.364085 2.088926 -0.927929 -0.161 0.099 -0.152
O 1.473724 0.935510 1.866988 0.201 0.294 -0.304
C -1.203631 -1.284583 -0.183949 0.469 -0.196 0.015
N -2.320352 -0.786381 0.403125 -0.045 -0.034 -0.087
C -0.760123 -0.751530 1.982658 -0.659 0.088 -0.349
C 1.911641 1.325586 0.644741 0.876 -0.129 0.108
H -2.381186 2.238154 -0.601981 -0.090 -0.022 -0.004
C 0.942092 1.687663 -0.360881 -0.501 0.119 -0.086
C -1.029992 2.028746 -2.272676 0.097 -0.063 0.052
H 1.237268 -2.042544 3.243508 -0.151 0.058 0.124
S 2.500567 -0.169998 4.040771 -0.250 -0.105 0.370
H 2.490094 -3.231610 -1.937583 0.006 0.069 0.122
C 0.296738 1.864323 -2.663857 -0.301 0.065 -0.095
N 3.647982 0.681451 1.702733 0.181 -0.746 1.500
H 3.660740 -0.543328 -1.030196 0.047 0.027 -0.009
H -0.628137 1.950387 1.070865 -0.054 -0.045 0.120
C -0.197607 -1.299255 0.768358 -0.402 -0.019 -0.162
O -0.731014 0.459380 3.973522 0.030 -0.021 0.105
H -3.202503 -0.662463 -0.071408 0.105 -0.015 0.039
C -0.206088 -0.403326 3.299122 -0.078 -0.099 0.108
H 2.309392 1.548178 -1.997374 0.117 -0.061 -0.079
O -1.955925 2.090562 -3.305361 0.552 -0.119 -0.035
C -1.224981 -1.683013 -1.612448 -0.003 -0.017 -0.136
C 2.605917 0.505391 2.458329 0.484 0.136 -0.131
C 2.666787 -2.451529 -1.192019 0.604 -0.190 -0.056
H -2.223320 -1.544700 -2.022739 -0.070 0.003 -0.075
H -3.041670 -0.177690 3.565998 -0.067 0.026 -0.002
H -3.492349 3.152139 -2.396158 0.288 -0.316 -0.194
H -4.128118 -0.118220 2.157585 -0.103 -0.018 -0.009
C -2.080153 -0.437678 1.691509 0.395 -0.095 0.552
C -3.257703 2.260278 -3.008519 -0.847 0.599 0.550
H -0.931313 -2.724245 -1.727785 -0.018 -0.019 -0.065
N 3.200705 1.191132 0.544959 -0.945 0.854 -1.207
H 2.978634 -0.880942 -2.631754 -0.006 0.052 -0.129
C 0.973045 -1.180784 3.848651 0.580 0.036 0.054
F -3.770589 1.177932 -2.348124 0.127 -0.241 0.138
C 3.492251 -1.315939 -1.777502 -0.345 -0.176 0.250
O 2.058623 -1.835757 1.321430 -0.055 -0.030 -0.157
H 4.454132 -1.703203 -2.100670 0.125 -0.033 -0.074
C -3.144589 0.154458 2.536202 -0.029 0.091 0.040
O 1.366070 -2.005090 -0.800274 -0.217 0.105 -0.100
```
Positions in Å, forces in eV/Å.

## Properties
HOMO energy, eV: -8.42
Structure (SMILES): CCOC(=O)c1c(C)[nH]c(C)c1C(=O)CSc1nnc(-c2ccc(OC(F)F)cc2)o1
Frontier orbital gap, eV: 8.59

DFT (wB97M-V/def2-TZVPD) results for an isolated molecule of C20H19F3N4O2S in a non-equilibrium geometry.

XYZ file:
```
49
Properties=species:S:1:pos:R:3:forces:R:3
C 4.459305 1.354096 -1.116470 0.699 1.430 -0.718
H 1.674909 0.845453 -3.463052 -0.424 -0.258 -0.160
H 5.365666 3.079422 -0.140911 -0.387 -0.447 -0.365
C 5.128210 3.435546 -2.243080 -0.413 -1.880 -0.179
C -4.660468 -2.294390 5.081797 0.016 0.156 -1.586
H 0.506600 -2.488293 -0.894693 0.142 -0.165 -0.227
C 1.256494 -0.085543 -3.061134 0.036 -1.281 0.138
H -4.592098 -1.458713 1.273349 0.005 0.261 0.172
C -4.628227 -1.636150 2.343535 -0.169 -0.593 0.174
N -0.608061 1.585310 -0.490418 -0.839 0.100 0.356
C -4.976394 -3.280545 4.114205 0.112 2.179 -0.079
H 2.200884 -2.012913 -2.767345 0.365 0.838 -0.056
N -0.045469 1.477503 -1.708525 1.416 -0.622 -0.498
C -5.009329 -2.920987 2.762679 0.328 -0.115 0.016
H 0.645868 -0.864292 -5.036961 0.034 -0.054 0.453
C -1.879216 1.627517 2.279909 0.224 1.167 -1.570
H 5.546280 4.432598 -2.157914 -0.131 -0.138 -0.204
H -4.082885 -0.195916 5.370132 -0.340 -0.845 -0.529
C -0.423418 0.459513 0.128701 -0.002 0.354 0.044
H -5.271922 -3.672795 2.002980 0.116 0.371 0.506
H 1.924874 -1.782281 -0.032116 -0.574 0.227 -0.258
F 4.334459 0.709641 0.058488 -0.157 -0.068 -0.744
N 2.381313 -1.006015 -2.859382 -0.268 1.565 0.168
H -0.083186 -1.736325 -3.659020 0.145 -0.230 0.216
C 0.566789 0.312825 -1.778664 -0.609 0.564 -0.055
C 4.087768 0.783380 -2.340652 -0.354 1.907 -0.769
C 4.762271 2.857121 -3.481320 0.033 0.532 0.320
H -1.056457 2.262741 2.639536 -0.300 -0.232 0.048
S -1.180232 0.060651 1.637876 -0.120 -0.643 0.935
H 4.851086 3.457064 -4.398202 -0.056 -0.553 0.369
N 0.336345 -0.411370 -0.619495 0.215 -0.187 0.462
C 5.009676 2.648981 -1.088724 0.052 0.330 0.339
C -2.913427 1.348346 3.343301 0.871 -0.893 0.144
O 4.371821 -1.468023 -2.072062 0.832 -0.128 0.576
F 3.981746 1.063402 -4.745793 -0.261 -0.430 0.409
H 0.364837 -2.043917 0.772520 -0.064 0.445 -0.071
H -2.406223 0.811278 4.186527 -0.799 0.337 -0.459
C -4.349717 -0.986183 4.628866 0.573 0.587 0.255
O -3.945907 0.596279 2.721610 -0.369 -0.900 0.950
H -0.631703 -0.129919 -4.063927 -0.093 -0.007 -0.080
C 0.827667 -1.749351 -0.171417 0.056 0.558 -0.265
F -5.317805 -4.519794 4.470796 0.033 -0.277 0.227
C 4.261630 1.552787 -3.528449 0.604 1.161 1.378
C 3.607716 -0.577271 -2.394268 -0.494 -3.752 -0.372
H -4.641496 -2.521042 6.138087 -0.075 -0.049 -0.021
H -3.334671 2.293293 3.659776 0.022 0.208 0.371
C -4.279745 -0.639402 3.258301 -0.361 -0.901 0.178
H -2.385295 2.193701 1.454981 0.581 -0.673 0.474
C 0.249133 -0.767016 -4.013956 0.146 1.045 -0.417
```
Positions in Å, forces in eV/Å.

## Properties
HOMO energy, eV: -8.39
Structure (SMILES): C[C@H](NC(=O)c1c(F)cccc1F)c1nnc(SCCOc2ccc(F)cc2)n1C
Frontier orbital gap, eV: 8.95

DFT (wB97M-V/def2-TZVPD) results for a structure of composition C20H19FIN14O4Ti.

XYZ file:
```
60
Properties=species:S:1:pos:R:3:forces:R:3
H -4.388495 -0.285121 -5.076791 0.001 0.000 0.001
H 3.877997 -1.160911 2.363067 0.035 -0.029 0.039
C 0.097212 4.027032 -1.616132 0.003 0.040 -0.009
H 2.107535 -4.083368 1.293136 0.010 0.013 0.025
H -0.973623 -1.836630 5.739296 0.014 0.011 0.007
O 2.712703 -1.796214 0.797741 -0.023 0.035 0.009
H 1.504495 1.735845 3.857481 0.013 0.012 0.000
N 3.674802 -0.380119 2.976561 -0.003 0.076 -0.036
H 1.650921 -2.852531 -1.928061 -0.008 -0.003 -0.005
C 3.625452 1.231323 4.441685 -0.062 -0.056 -0.081
C 2.408141 -2.672242 -0.064076 0.014 -0.132 0.046
N 2.241077 -3.949098 0.283664 0.017 0.038 -0.037
H -4.319477 -0.416082 -3.311961 0.006 0.003 -0.004
N 0.608626 -3.696771 4.961573 -0.029 -0.033 -0.040
C 4.409568 0.225082 3.917814 0.056 -0.034 -0.036
C -0.144282 0.435617 -0.766779 0.158 -0.011 0.113
C -3.303992 1.994257 -4.368818 -0.008 -0.010 0.006
O -0.206478 -2.127526 0.505433 -0.007 -0.062 -0.042
N -1.040793 1.155966 2.850682 0.106 -0.035 -0.002
N 2.463693 0.173017 2.865204 -0.122 -0.047 -0.092
H 2.242706 -1.320369 -1.498211 -0.012 -0.005 -0.027
N -0.477694 -0.074592 3.031284 -0.087 0.062 0.041
N 1.470343 -4.311513 4.136390 0.075 0.033 0.070
C -2.655191 0.625481 -4.216278 0.008 0.015 0.001
O -0.669080 -3.094232 -1.446169 -0.010 -0.035 -0.011
C -1.537296 -0.609317 -2.416018 0.005 -0.001 0.021
C -3.726324 -0.458152 -4.227345 -0.013 -0.014 -0.003
N -0.519314 -1.616954 4.870996 -0.079 -0.039 -0.020
C -1.187434 1.770159 -2.556379 -0.007 -0.016 0.011
N 1.704554 -3.586107 3.104199 -0.099 -0.027 -0.087
N -1.732961 1.444325 3.891683 -0.079 -0.035 0.015
N -1.671973 0.450819 4.804214 0.045 0.067 -0.034
H -3.322814 -1.463398 -4.329517 0.004 0.006 -0.003
C 0.295717 2.845317 -0.945535 0.006 -0.029 0.013
C -1.351854 2.982881 -3.209272 -0.001 -0.006 0.002
N -1.851378 0.600391 -2.989990 -0.012 -0.020 -0.010
C 2.406896 1.153812 3.750903 0.060 0.009 0.064
F 0.711456 5.148459 -1.159430 0.006 -0.012 0.000
H -0.838393 5.087913 -3.216911 -0.001 -0.003 0.000
H 5.413642 -0.086642 4.147559 -0.010 0.004 0.015
I 4.141559 2.549610 5.925734 0.032 0.074 0.087
N 2.306070 -2.320413 -1.370433 0.013 0.074 0.049
N 0.977028 -2.437690 3.189773 0.079 -0.038 0.085
C -0.344883 1.682571 -1.409516 -0.045 0.028 -0.057
H -3.907489 1.994265 -5.278377 0.002 0.004 -0.006
H 0.915452 2.797277 -0.062625 -0.006 -0.005 0.002
H 1.708284 -4.535001 -0.339456 -0.015 0.003 0.003
C -0.890598 -0.451051 4.239738 0.048 -0.026 0.045
C -0.541997 -2.095256 -0.733895 0.031 0.098 0.047
C -2.251816 3.085250 -4.411027 0.007 0.017 -0.005
C -0.703233 4.130812 -2.730564 -0.001 -0.018 -0.002
H -2.719312 4.071950 -4.433437 -0.005 -0.004 0.005
Ti 0.930257 -0.888693 1.649128 -0.075 -0.034 -0.039
C -0.744608 -0.724685 -1.318828 -0.033 -0.005 -0.063
H -1.666665 2.996398 -5.333342 -0.005 -0.003 0.000
C 0.325475 -2.557410 4.346782 0.032 0.029 -0.025
O 0.692481 0.363452 0.267648 -0.035 0.066 -0.046
H -1.969594 -1.496753 -2.845178 -0.004 0.004 0.007
H -3.978736 2.155227 -3.522095 0.004 0.006 -0.001
H -1.986351 0.470335 -5.076943 0.004 0.001 -0.004
```
Positions in Å, forces in eV/Å.

## Properties
HOMO energy (spin up / spin down), eV: -2.79 / -5.41
Frontier orbital gap (spin up / spin down), eV: 4.79 / 7.42
Net charge: -1
2S+1: 3

DFT total energy, respectively: -79436.2746; -53269.7133; -52026.7561; -50090.1355; -84040.2163 eV.